{
  "formula": "C44H30Cl7F6N3O5SSbSc",
  "method": "the ωB97M-V functional and the def2-TZVPD basis",
  "species": ["Sc", "Cl", "C", "C", "C", "Cl", "C", "C", "C", "C", "N", "C", "C", "O", "H", "H", "H", "H", "Cl", "C", "C", "Cl", "C", "Cl", "C", "O", "C", "Cl", "C", "Cl", "C", "C", "O", "C", "F", "F", "F", "C", "F", "F", "F", "H", "H", "H", "O", "C", "N", "C", "O", "C", "C", "C", "C", "N", "C", "H", "H", "H", "H", "H", "H", "H", "H", "S", "Sb", "C", "C", "C", "C", "C", "C", "C", "C", "C", "C", "C", "C", "C", "C", "C", "C", "C", "C", "H", "H", "H", "H", "H", "H", "H", "H", "H", "H", "H", "H", "H", "H", "H"],
  "positions_angstrom": [[1.146, -0.632, 0.676], [0.286, 3.837, 2.611], [1.556, 2.764, 3.111], [2.392, 3.147, 4.170], [3.413, 2.337, 4.573], [4.454, 2.851, 5.867], [3.628, 1.087, 3.946], [4.651, 0.177, 4.296], [4.762, -1.007, 3.625], [3.837, -1.309, 2.613], [2.877, -0.492, 2.261], [2.765, 0.712, 2.895], [1.715, 1.570, 2.430], [0.991, 1.211, 1.412], [2.226, 4.096, 4.662], [5.328, 0.433, 5.099], [5.542, -1.716, 3.865], [3.880, -2.257, 2.092], [-4.270, -4.755, 4.010], [-3.018, -3.695, 3.483], [-2.763, -3.532, 2.126], [-3.707, -4.361, 0.946], [-1.753, -2.676, 1.718], [-1.434, -2.386, 0.047], [-0.961, -1.941, 2.618], [-0.069, -1.104, 2.214], [-1.242, -2.127, 3.986], [-0.300, -1.220, 5.105], [-2.250, -2.981, 4.407], [-2.578, -3.148, 6.088], [0.914, -4.762, 0.017], [1.933, -3.671, -0.349], [1.646, -2.434, 0.148], [2.026, -3.599, -1.898], [0.957, -2.946, -2.384], [2.040, -4.812, -2.471], [3.120, -2.945, -2.326], [3.295, -4.137, 0.224], [3.725, -5.277, -0.340], [3.176, -4.357, 1.546], [4.281, -3.233, 0.076], [0.054, -4.724, -0.646], [0.584, -4.595, 1.042], [1.364, -5.749, -0.061], [0.231, 5.198, -3.161], [1.638, 5.233, -3.080], [2.015, 3.953, -2.535], [3.291, 3.524, -2.647], [4.166, 4.193, -3.174], [3.574, 2.173, -2.068], [4.600, 1.407, -2.608], [4.869, 0.172, -2.051], [4.090, -0.265, -0.992], [3.096, 0.457, -0.473], [2.871, 1.669, -0.990], [-0.080, 6.039, -3.506], [1.985, 6.037, -2.425], [2.112, 5.362, -4.056], [1.269, 3.350, -2.213], [5.174, 1.804, -3.435], [5.669, -0.454, -2.425], [4.263, -1.229, -0.539], [2.124, 2.265, -0.480], [0.024, 0.649, -1.489], [-2.256, 0.508, -1.267], [-2.931, -0.920, -2.684], [-4.067, -1.701, -2.497], [-4.412, -2.643, -3.454], [-3.620, -2.809, -4.583], [-2.487, -2.027, -4.764], [-2.138, -1.077, -3.813], [-2.952, 0.412, 0.728], [-2.221, 1.175, 1.632], [-2.560, 1.139, 2.978], [-3.620, 0.350, 3.405], [-4.352, -0.400, 2.493], [-4.017, -0.377, 1.147], [-3.101, 2.330, -1.939], [-4.104, 2.949, -1.200], [-4.692, 4.113, -1.680], [-4.282, 4.647, -2.893], [-3.282, 4.027, -3.629], [-2.685, 2.868, -3.153], [-4.674, -1.593, -1.607], [-5.297, -3.251, -3.315], [-3.884, -3.555, -5.322], [-1.865, -2.166, -5.639], [-1.236, -0.488, -3.936], [-1.369, 1.761, 1.304], [-1.982, 1.721, 3.684], [-3.872, 0.311, 4.458], [-5.175, -1.018, 2.831], [-4.576, -0.985, 0.445], [-4.425, 2.532, -0.252], [-5.471, 4.597, -1.105], [-4.743, 5.554, -3.265], [-2.960, 4.444, -4.576], [-1.893, 2.393, -3.719]],
  "forces_ev_per_angstrom": [[0.3, -0.3, 0.0], [0.0, 0.0, 0.0], [0.0, 0.0, -0.1], [0.1, 0.0, 0.1], [-0.1, 0.0, 0.0], [0.0, 0.0, 0.0], [0.0, -0.1, 0.0], [0.0, 0.0, 0.0], [0.0, 0.1, 0.1], [-0.1, -0.2, -0.1], [-0.2, 0.3, 0.0], [0.1, -0.1, 0.1], [0.0, 0.2, 0.2], [0.2, 0.8, 0.3], [0.0, 0.0, 0.0], [0.0, 0.0, 0.0], [0.0, 0.0, 0.0], [0.0, 0.2, 0.1], [0.0, 0.0, 0.0], [0.0, 0.0, 0.0], [0.0, 0.1, 0.0], [0.0, 0.0, 0.0], [0.1, 0.1, 0.0], [-0.2, -0.3, -0.2], [-0.1, 0.0, 0.0], [0.0, -0.1, 0.0], [0.0, 0.0, 0.0], [0.0, 0.0, 0.0], [0.0, 0.0, 0.0], [0.0, 0.0, 0.0], [0.0, 0.1, 0.1], [0.2, -0.1, 0.0], [0.4, -0.4, -0.4], [-0.2, 0.1, 0.0], [0.1, -0.1, 0.1], [0.1, 0.0, 0.0], [0.0, 0.0, 0.0], [-0.1, -0.1, -0.1], [0.0, 0.1, 0.1], [0.0, -0.1, -0.1], [0.0, -0.1, 0.0], [0.0, 0.1, 0.0], [0.0, 0.0, 0.0], [0.0, 0.0, 0.0], [-0.1, 0.0, -0.1], [0.0, 0.0, 0.1], [0.0, 0.0, 0.0], [0.0, 0.0, 0.1], [0.0, -0.1, 0.0], [0.1, 0.0, 0.0], [0.0, 0.0, 0.0], [0.1, 0.0, 0.0], [0.0, 0.0, 0.0], [-0.3, -0.1, -0.2], [0.1, 0.1, 0.2], [0.0, 0.0, 0.0], [0.0, 0.0, 0.0], [0.0, 0.0, -0.1], [0.1, 0.0, 0.0], [0.0, 0.0, 0.0], [0.0, 0.0, 0.0], [-0.1, 0.0, -0.1], [-0.1, -0.1, 0.0], [-0.2, -0.2, 0.0], [-0.1, 0.4, -0.1], [0.0, 0.0, 0.4], [0.0, 0.1, 0.0], [0.0, 0.0, 0.0], [0.0, 0.0, 0.0], [0.0, 0.0, 0.0], [0.0, -0.1, 0.0], [0.1, -0.1, -0.2], [0.0, 0.0, 0.0], [-0.1, 0.0, 0.0], [0.0, 0.0, 0.0], [0.0, 0.0, 0.0], [0.0, 0.0, 0.0], [0.1, -0.2, 0.0], [0.0, 0.0, -0.1], [0.0, 0.0, 0.0], [0.0, 0.0, 0.0], [0.1, 0.0, 0.0], [0.0, 0.0, 0.1], [0.0, 0.0, -0.1], [0.0, 0.0, 0.0], [0.0, 0.0, 0.0], [0.0, 0.0, 0.0], [0.0, 0.0, 0.0], [0.0, 0.0, 0.1], [0.0, 0.0, 0.0], [0.0, 0.0, 0.0], [0.0, 0.0, 0.0], [0.0, 0.0, 0.1], [0.0, 0.0, 0.0], [0.0, 0.0, 0.0], [0.0, 0.0, 0.0], [0.0, 0.0, 0.0], [0.0, 0.0, 0.0]],
  "total_energy_ev": -202866.2250,
  "homo_lumo_gap_ev": 7.7,
  "relative_energy_kcal_mol": 9.6
}



{
  "formula": "C44H30Cl7F6N3O5SSbSc",
  "method": "the ωB97M-V functional and the def2-TZVPD basis",
  "species": ["Sc", "Cl", "C", "C", "C", "Cl", "C", "C", "C", "C", "N", "C", "C", "O", "H", "H", "H", "H", "Cl", "C", "C", "Cl", "C", "Cl", "C", "O", "C", "Cl", "C", "Cl", "C", "C", "O", "C", "F", "F", "F", "C", "F", "F", "F", "H", "H", "H", "O", "C", "N", "C", "O", "C", "C", "C", "C", "N", "C", "H", "H", "H", "H", "H", "H", "H", "H", "S", "Sb", "C", "C", "C", "C", "C", "C", "C", "C", "C", "C", "C", "C", "C", "C", "C", "C", "C", "C", "H", "H", "H", "H", "H", "H", "H", "H", "H", "H", "H", "H", "H", "H", "H"],
  "positions_angstrom": [[-1.129, -0.052, 1.722], [-0.321, -3.403, 0.923], [1.235, -2.678, 1.157], [2.269, -3.510, 1.620], [3.504, -2.990, 1.849], [4.759, -4.027, 2.462], [3.773, -1.621, 1.601], [5.033, -1.030, 1.839], [5.212, 0.292, 1.569], [4.135, 1.016, 1.025], [2.949, 0.510, 0.792], [2.734, -0.800, 1.100], [1.408, -1.331, 0.914], [0.421, -0.547, 0.520], [2.065, -4.555, 1.805], [5.834, -1.635, 2.242], [6.157, 0.786, 1.742], [4.286, 2.059, 0.763], [-8.378, -0.511, 1.012], [-6.687, -0.754, 1.218], [-5.912, 0.213, 1.854], [-6.628, 1.666, 2.427], [-4.554, -0.001, 2.012], [-3.526, 1.214, 2.716], [-3.912, -1.170, 1.574], [-2.635, -1.335, 1.729], [-4.713, -2.121, 0.918], [-3.929, -3.523, 0.302], [-6.074, -1.915, 0.742], [-7.014, -3.095, -0.086], [0.253, -2.301, 4.782], [0.052, -0.791, 4.662], [-0.195, -0.413, 3.372], [1.339, -0.067, 5.114], [2.367, -0.446, 4.339], [1.676, -0.344, 6.384], [1.240, 1.268, 5.009], [-1.147, -0.372, 5.536], [-0.983, -0.683, 6.830], [-2.257, -0.991, 5.111], [-1.392, 0.953, 5.478], [1.101, -2.584, 4.160], [-0.639, -2.795, 4.399], [0.434, -2.614, 5.809], [4.799, 3.671, -1.245], [3.597, 3.247, -1.847], [2.545, 3.014, -0.885], [2.099, 4.068, -0.161], [2.463, 5.216, -0.375], [1.119, 3.735, 0.920], [0.946, 4.589, 2.000], [0.108, 4.203, 3.032], [-0.533, 2.977, 2.951], [-0.412, 2.181, 1.887], [0.399, 2.554, 0.897], [4.638, 4.569, -0.927], [3.802, 2.311, -2.363], [3.248, 3.989, -2.567], [2.421, 2.077, -0.511], [1.484, 5.528, 2.016], [-0.036, 4.827, 3.902], [-1.153, 2.616, 3.760], [0.456, 1.863, 0.068], [-2.289, 0.869, -0.540], [-1.137, -0.172, -2.212], [0.147, -1.832, -2.257], [1.519, -1.662, -2.102], [2.365, -2.751, -2.228], [1.842, -4.007, -2.508], [0.475, -4.173, -2.673], [-0.376, -3.085, -2.553], [-0.024, 1.330, -3.182], [0.944, 1.011, -4.131], [1.592, 2.022, -4.824], [1.273, 3.351, -4.574], [0.312, 3.670, -3.625], [-0.337, 2.661, -2.930], [-2.620, -0.795, -3.568], [-2.268, -1.196, -4.853], [-3.245, -1.630, -5.735], [-4.573, -1.674, -5.329], [-4.924, -1.282, -4.047], [-3.948, -0.838, -3.165], [1.927, -0.687, -1.860], [3.432, -2.623, -2.091], [2.505, -4.858, -2.598], [0.069, -5.153, -2.887], [-1.443, -3.220, -2.682], [1.201, -0.023, -4.333], [2.343, 1.773, -5.562], [1.777, 4.139, -5.119], [0.071, 4.706, -3.424], [-1.093, 2.905, -2.191], [-1.231, -1.178, -5.174], [-2.971, -1.937, -6.736], [-5.335, -2.017, -6.017], [-5.958, -1.323, -3.729], [-4.221, -0.525, -2.163]],
  "forces_ev_per_angstrom": [[0.6, 0.2, -0.1], [0.0, 0.1, 0.1], [0.1, -0.1, 0.0], [0.0, 0.1, 0.0], [0.0, 0.0, 0.0], [0.0, 0.0, 0.0], [0.0, -0.1, 0.0], [0.0, 0.1, 0.0], [0.0, -0.1, 0.0], [0.0, 0.1, 0.0], [0.0, 0.0, 0.0], [-0.1, 0.0, 0.0], [0.1, 0.0, 0.0], [-0.1, 0.0, 0.0], [0.0, 0.0, 0.0], [0.0, 0.0, 0.0], [0.0, 0.0, 0.0], [0.0, 0.0, 0.0], [0.0, 0.0, 0.0], [0.0, 0.0, 0.0], [0.0, -0.1, 0.0], [0.0, 0.0, 0.0], [0.0, 0.0, 0.0], [0.0, 0.0, 0.0], [-0.1, 0.1, -0.1], [-0.2, -0.2, 0.1], [0.0, 0.1, 0.0], [0.0, 0.0, 0.0], [0.0, 0.0, 0.0], [0.0, 0.0, 0.0], [0.0, 0.0, 0.0], [0.1, 0.0, -0.1], [-0.3, 0.1, 0.1], [0.0, 0.0, 0.0], [0.0, 0.0, 0.0], [0.0, 0.0, 0.0], [0.0, 0.0, 0.0], [-0.1, 0.0, 0.1], [0.0, 0.0, 0.0], [0.0, 0.0, 0.0], [0.0, 0.0, 0.0], [0.0, 0.0, 0.0], [0.0, 0.0, 0.0], [0.0, 0.0, 0.0], [0.0, 0.0, 0.0], [0.0, 0.0, 0.0], [0.0, 0.0, 0.0], [-0.2, 0.0, -0.2], [0.0, 0.0, 0.1], [0.1, -0.1, 0.0], [0.0, 0.0, 0.0], [0.0, 0.0, 0.0], [0.1, 0.2, -0.1], [-0.1, -0.2, 0.1], [0.0, 0.0, 0.0], [0.0, 0.0, 0.0], [0.0, 0.0, 0.0], [0.0, 0.0, 0.0], [0.0, 0.0, 0.1], [0.0, 0.0, 0.0], [0.0, 0.0, 0.0], [0.0, 0.0, 0.0], [0.1, 0.0, 0.0], [0.0, 0.0, 0.0], [-0.1, 0.1, -0.1], [0.1, -0.1, 0.0], [0.0, 0.1, 0.1], [0.0, 0.0, 0.0], [0.0, 0.0, 0.0], [0.0, 0.0, 0.0], [-0.1, 0.0, 0.0], [0.0, 0.0, -0.1], [0.0, -0.1, 0.0], [0.0, 0.0, 0.0], [0.0, 0.0, 0.0], [0.0, 0.0, 0.0], [-0.1, 0.0, 0.1], [0.0, 0.0, 0.0], [0.1, 0.0, 0.0], [0.0, 0.0, 0.0], [0.0, 0.0, 0.0], [0.0, 0.0, 0.0], [0.0, 0.0, 0.1], [0.0, 0.0, 0.0], [0.0, 0.0, 0.0], [0.0, 0.0, 0.0], [0.0, 0.0, 0.0], [0.0, 0.0, 0.0], [0.0, 0.0, 0.0], [0.0, 0.0, 0.0], [0.0, 0.0, 0.0], [0.0, 0.0, 0.0], [0.0, 0.0, 0.0], [0.0, 0.0, 0.0], [0.0, 0.0, 0.0], [0.0, 0.0, 0.0], [0.0, 0.0, 0.0], [0.0, 0.0, 0.0]],
  "total_energy_ev": -202866.6348,
  "homo_lumo_gap_ev": 7.8,
  "relative_energy_kcal_mol": 0.1
}



Looking at HOMO for the records above, in order, we have -7.761 -8.025 eV.